No. 1
DFT (ωB97M-V/def2-TZVPD) results for a structure of composition C19H24O4Zr.

```
48
C19H24O4Zr, DFT ωB97M-V/def2-TZVPD
Zr 0.241 -0.278 -1.044
C -2.303 -1.847 -1.101
C -2.548 -0.877 -0.105
C -1.738 -1.181 1.009
C -1.015 -2.353 0.716
C -1.370 -2.766 -0.585
C -0.940 -4.002 -1.283
C -0.041 -3.004 1.626
C -1.725 -0.464 2.311
C -3.476 0.275 -0.195
C -2.871 -1.901 -2.475
H -1.817 -4.602 -1.510
H -0.278 -4.614 -0.671
H -0.429 -3.781 -2.223
H -0.491 -3.198 2.601
H 0.833 -2.370 1.782
H 0.303 -3.956 1.224
H -2.384 -0.959 3.026
H -2.065 0.567 2.204
H -0.725 -0.441 2.748
H -2.927 1.216 -0.129
H -4.211 0.253 0.611
H -4.023 0.275 -1.137
H -3.429 -2.824 -2.643
H -2.068 -1.863 -3.214
H -3.544 -1.067 -2.671
O 1.613 0.748 1.504
C 1.189 1.728 0.811
O 0.576 1.641 -0.300
C 1.437 3.121 1.359
C 1.003 4.259 0.659
C 1.230 5.543 1.162
C 1.897 5.708 2.375
C 2.335 4.591 3.084
C 2.106 3.309 2.579
H 0.482 4.129 -0.288
H 0.885 6.406 0.603
H 2.074 6.705 2.767
H 2.855 4.710 4.030
H 2.449 2.436 3.133
C 3.840 -1.570 -3.025
O 2.922 -1.038 -2.084
C 1.687 -1.135 -2.567
O 0.601 -1.227 -3.007
H 4.848 -1.481 -2.608
H 3.810 -1.008 -3.966
H 3.642 -2.632 -3.212
H 1.561 0.821 -1.883
```

Computed properties:
Kohn-Sham gap	0.2381	hartree
HOMO	-7.0	eV
total charge	0

Mulliken atomic charge list, values in e, 2 entries: Zr 1.03; C 0.27

=====

No. 2
DFT (ωB97M-V/def2-TZVPD) results for the ion C19H25ClFN2O2 with charge +1.

```
50
C19H25ClFN2O2, DFT ωB97M-V/def2-TZVPD
C -2.209 -1.207 -0.414
O -0.901 -1.750 -0.484
C 0.136 -1.155 0.163
C 1.234 -1.981 0.358
C 2.403 -1.539 0.963
C 3.574 -2.480 1.060
N 4.080 -2.701 -0.300
C 4.892 -3.880 -0.569
C 4.428 -4.405 -1.952
N 2.987 -4.095 -2.037
C 2.541 -3.603 -3.342
C 2.139 -5.192 -1.563
C 2.466 -0.229 1.399
C 1.378 0.611 1.228
C 0.212 0.186 0.602
O -0.852 0.994 0.370
C -0.916 2.257 1.015
C -2.308 2.791 0.808
C -3.385 2.135 1.397
F -3.131 1.047 2.150
C -4.693 2.550 1.246
C -4.945 3.671 0.474
C -3.905 4.350 -0.133
C -2.599 3.908 0.030
Cl -1.332 4.783 -0.748
H -2.502 -1.010 0.618
H -2.856 -1.976 -0.834
H -2.297 -0.292 -1.001
H 1.127 -3.009 0.050
H 4.344 -2.074 1.724
H 3.249 -3.444 1.460
H 4.513 -1.849 -0.642
H 5.967 -3.688 -0.579
H 4.693 -4.626 0.203
H 4.619 -5.472 -2.064
H 4.953 -3.872 -2.745
H 3.017 -3.254 -1.276
H 2.622 -4.386 -4.096
H 3.142 -2.750 -3.647
H 1.501 -3.286 -3.274
H 2.462 -5.516 -0.576
H 1.104 -4.860 -1.501
H 2.193 -6.037 -2.249
H 3.355 0.147 1.880
H 1.456 1.629 1.575
H -0.179 2.946 0.589
H -0.728 2.136 2.091
H -5.486 2.004 1.730
H -5.958 4.017 0.344
H -4.098 5.223 -0.736
```

Computed properties:
Kohn-Sham gap	0.3134	hartree
HOMO	-10.7	eV
total charge	+1
SMILES string	COc1cc(CNCC[NH+](C)C)ccc1OCc1c(F)cccc1Cl

Mulliken atomic charge list, values in e, 2 entries: C -0.80; O -0.54

=====

No. 3
DFT (ωB97M-V/def2-TZVPD) results for a structure of composition C19H25CsN2O5S3.

```
55
C19H25CsN2O5S3, DFT ωB97M-V/def2-TZVPD
Cs -0.297 -0.961 -0.620
O 2.224 -3.233 2.382
C 1.171 -3.586 1.627
O 0.157 -2.930 1.593
C 1.404 -4.920 0.956
O 0.549 -5.131 -0.128
C 1.143 -4.867 -1.396
C 1.364 -3.366 -1.640
O 0.810 -2.871 -2.639
O 2.077 -2.768 -0.784
H 2.042 -2.334 2.715
H 1.217 -5.694 1.708
H 2.455 -4.964 0.666
H 0.459 -5.262 -2.142
H 2.106 -5.388 -1.470
C 1.603 2.608 2.812
C 2.644 1.490 2.796
S 2.096 0.019 1.891
C 3.491 -0.338 0.787
C 3.910 0.767 -0.175
S 2.574 1.336 -1.265
C 2.626 3.132 -1.049
C 2.489 3.682 0.364
S 0.971 3.166 1.209
H 1.996 3.465 3.363
H 0.706 2.273 3.337
H 2.862 1.211 3.828
H 3.581 1.830 2.357
H 3.151 -1.219 0.232
H 4.348 -0.645 1.389
H 4.712 0.377 -0.803
H 4.313 1.632 0.352
H 1.805 3.489 -1.674
H 3.548 3.518 -1.489
H 2.511 4.772 0.315
H 3.335 3.379 0.978
N -1.722 2.282 -1.057
C -2.979 1.927 -1.518
C -3.511 2.419 -2.685
C -4.768 1.985 -3.149
C -5.500 1.063 -2.458
C -4.984 0.534 -1.251
C -5.671 -0.427 -0.474
C -5.110 -0.895 0.676
C -3.846 -0.400 1.064
N -3.176 0.489 0.376
C -3.727 0.960 -0.775
H -1.388 3.182 -1.361
H -1.574 2.118 -0.072
H -2.949 3.146 -3.260
H -5.153 2.394 -4.074
H -6.463 0.728 -2.819
H -6.639 -0.782 -0.808
H -5.610 -1.632 1.288
H -3.381 -0.760 1.976
```

Computed properties:
Kohn-Sham gap	0.3002	hartree
HOMO	-8.1	eV
total charge	0

Mulliken atomic charge list, values in e, 2 entries: Cs 1.18; O -0.47

=====

No. 4
DFT (ωB97M-V/def2-TZVPD) results for a structure of composition C19H25CsN5O2.

```
52
C19H25CsN5O2, DFT ωB97M-V/def2-TZVPD
Cs -0.187 -0.156 -0.164
C -0.089 -4.681 -1.557
C -0.635 -3.270 -1.295
O 0.188 -2.441 -0.800
C -1.982 -3.082 -1.640
C -2.850 -1.910 -1.533
C -4.271 -2.056 -2.018
N -2.448 -0.784 -1.042
N -3.402 0.244 -1.003
C -2.976 1.363 -0.465
O -1.835 1.665 0.027
C -4.039 2.461 -0.438
C -5.341 2.285 -0.910
C -6.258 3.327 -0.860
C -5.894 4.567 -0.338
C -4.601 4.749 0.132
C -3.684 3.700 0.081
H 0.952 -4.716 -1.235
H -0.140 -4.934 -2.621
H -0.659 -5.438 -1.008
H -2.464 -3.962 -2.053
H -4.444 -3.064 -2.396
H -4.484 -1.325 -2.801
H -4.974 -1.837 -1.211
H -5.607 1.315 -1.314
H -7.265 3.172 -1.231
H -6.611 5.378 -0.302
H -4.303 5.708 0.539
H -2.668 3.818 0.439
C 1.246 3.476 4.922
C 0.211 3.240 3.847
N 0.650 2.137 3.010
C 1.142 0.955 3.563
N 1.015 -0.122 2.890
C 1.582 -1.360 3.402
C 2.704 -1.126 4.397
C 2.229 -0.131 5.434
N 1.806 1.096 4.783
C 1.457 2.185 5.682
H 0.921 4.264 5.604
H 2.187 3.784 4.457
H 0.085 4.119 3.217
H -0.761 3.038 4.316
H 0.063 1.941 2.213
H 1.929 -1.959 2.558
H 0.793 -1.951 3.878
H 3.575 -0.710 3.881
H 3.012 -2.057 4.878
H 3.022 0.125 6.138
H 1.407 -0.568 6.019
H 2.263 2.285 6.409
H 0.544 1.945 6.249
```

Computed properties:
Kohn-Sham gap	0.1857	hartree
HOMO	-2.9	eV
total charge	-1

Mulliken atomic charge list, values in e, 2 entries: Cs 1.00; C -1.28

=====

Which of these has the highest HOMO? C19H25CsN5O2

=====

Among the records above, which one has the lowest total charge? C19H25CsN5O2